Entry from OMol25: a structure of composition C33H28AgAsF10IN3O2 (ωB97M-V/def2-TZVPD).

XYZ file:
```
79
C33H28AgAsF10IN3O2 (ωB97M-V/def2-TZVPD)
Ag 0.169 0.131 -0.729
C -0.297 -1.094 2.910
N 0.389 -1.273 1.648
C 1.787 -0.903 1.733
C 2.019 0.584 1.988
N 1.364 1.409 0.990
C 1.777 2.654 0.814
C 2.808 3.379 1.498
F 3.485 2.822 2.546
C 3.171 4.676 1.202
F 4.178 5.248 1.891
C 2.527 5.408 0.227
F 2.903 6.675 -0.068
C 1.474 4.790 -0.431
F 0.790 5.485 -1.356
C 1.121 3.498 -0.148
F 0.050 3.005 -0.798
C 0.165 -2.611 1.112
C -1.085 -2.646 0.236
N -0.756 -2.070 -1.053
C -1.680 -2.012 -2.006
C -3.084 -2.256 -1.927
F -3.666 -2.587 -0.738
C -3.942 -2.148 -3.004
F -5.259 -2.391 -2.832
C -3.486 -1.794 -4.254
F -4.333 -1.667 -5.304
C -2.120 -1.582 -4.405
F -1.648 -1.276 -5.626
C -1.267 -1.707 -3.344
F 0.044 -1.541 -3.568
H 0.173 -1.689 3.717
H -1.336 -1.407 2.804
H -0.293 -0.041 3.193
H 2.251 -1.140 0.772
H 2.309 -1.480 2.524
H 3.106 0.713 1.991
H 1.670 0.849 2.999
H 0.094 -3.351 1.930
H 1.009 -2.891 0.479
H -1.888 -2.106 0.756
H -1.408 -3.694 0.121
C -4.327 1.206 1.913
As -2.549 1.147 1.009
C -3.218 1.833 -0.691
C -1.831 2.759 1.946
C -2.519 4.073 1.802
C -3.182 4.663 2.879
C -3.787 5.906 2.762
C -3.743 6.592 1.558
C -3.084 6.022 0.476
C -2.482 4.780 0.597
H -4.784 2.189 1.783
H -4.236 0.993 2.980
H -4.975 0.452 1.465
H -3.815 2.739 -0.576
H -3.845 1.045 -1.115
H -2.387 1.992 -1.380
H -0.805 2.826 1.595
H -1.789 2.471 3.000
H -3.214 4.140 3.829
H -4.282 6.349 3.619
H -4.206 7.568 1.465
H -3.026 6.554 -0.466
H -1.946 4.363 -0.246
I 0.682 5.097 -8.419
C 0.612 3.887 -6.676
C -0.371 4.129 -5.733
C -0.421 3.317 -4.608
C 0.507 2.299 -4.419
C 1.491 2.093 -5.377
C 1.544 2.878 -6.522
C 0.430 1.443 -3.163
O 1.509 1.146 -2.612
O -0.725 1.133 -2.786
H -1.090 4.925 -5.870
H -1.187 3.464 -3.858
H 2.223 1.311 -5.221
H 2.301 2.705 -7.276
```

DFT total energy	-5268.15151	Eh
orbital gap	4.8	eV
maximum force	0.55	eV/A
HOMO level	-0.0531	Ha
total charge	-2
molar mass	998.28	g mol⁻¹